Record 1
{"formula": "C3H11N2O", "method": "wB97M-V/def2-TZVPD", "e_above_lowest_kj_mol": 557.2, "lumo_energy_ev": -4.271, "total_charge": 1, "gap_ev": 10.18, "species": ["C", "C", "C", "N", "N", "O", "H", "H", "H", "H", "H", "H", "H", "H", "H", "H", "H"], "coordinates": [[0.24532, 1.32874, 0.41589], [0.66264, -1.04966, 0.81200], [0.88882, -0.09103, -1.50692], [-2.13562, -0.17020, 0.25322], [0.26476, -0.01509, -0.15016], [-1.33008, -0.50960, -0.60156], [-0.76728, 1.75728, 0.34881], [0.71065, 1.13785, 1.43171], [0.77845, 2.12474, -0.14308], [0.41233, -2.10335, 0.50272], [1.72616, -1.10230, 0.99099], [0.16127, -0.93269, 1.83926], [0.49455, 0.61379, -2.33476], [1.98967, 0.15024, -1.39982], [0.72057, -1.20784, -1.76719], [-2.44405, 0.83306, 0.24442], [-2.37815, -0.76393, 1.06444]], "forces_ev_per_a": [[0.701, 0.174, 1.011], [-0.817, -1.726, 1.271], [0.856, -1.525, -0.631], [-3.309, 1.994, 2.189], [0.535, 0.307, -1.741], [1.972, -0.399, -1.213], [0.032, -0.476, 0.927], [-1.101, 1.369, -0.920], [0.370, -1.084, 0.049], [-0.075, 1.281, -0.325], [0.455, 0.592, -0.042], [0.553, 0.322, -1.655], [0.014, -1.129, 1.890], [-1.169, -0.535, -0.099], [0.578, 2.022, -0.171], [-0.047, -1.474, 0.084], [0.451, 0.288, -0.624]], "nbo_charge": [-0.454, -0.471, -0.442, -0.340, -0.114, -0.153, 0.227, 0.244, 0.261, 0.256, 0.251, 0.241, 0.265, 0.238, 0.243, 0.367, 0.381]}

=====

Record 2
{"formula": "N3O7S", "method": "wB97M-V/def2-TZVPD", "s2": 2.012, "lumo_energy_ev": [3.901, 0.078], "total_charge": -1, "multiplicity": 3, "gap_ev": [7.56, 6.09], "species": ["N", "N", "N", "O", "O", "O", "O", "O", "O", "O", "S"], "coordinates": [[2.12075, -0.25707, -1.53313], [1.82140, 0.19351, -2.53346], [-2.21807, 0.28643, 0.63649], [-3.00331, -0.61322, 0.58788], [1.19655, 1.15597, 0.75706], [2.51971, -0.80859, -0.62869], [-2.34490, 1.33203, 0.04235], [-1.16085, 0.13453, 1.39945], [0.83933, -1.09392, 1.41162], [-0.11407, -0.31813, -0.74896], [0.34348, -0.01153, 0.60939]], "forces_ev_per_a": [[-0.802, 2.270, -6.686], [0.589, -0.459, 2.088], [4.313, -0.294, 2.756], [-4.304, -3.812, -0.976], [-1.655, 0.339, -0.189], [1.793, -1.936, 3.276], [-1.520, 4.350, -2.804], [0.519, 1.055, 1.665], [-0.271, -0.548, 0.187], [-0.109, 0.421, 1.504], [1.447, -1.387, -0.820]], "nbo_charge": [0.458, -0.151, 0.517, -0.304, -0.967, -0.311, -0.229, -0.526, -0.983, -1.004, 2.500]}

=====

Record 3
{"formula": "C21H50CuN6O4SSb", "method": "wB97M-V/def2-TZVPD", "e_above_lowest_kj_mol": 220.9, "lumo_energy_ev": 0.424, "total_charge": 0, "gap_ev": 7.44, "species": ["Cu", "C", "N", "C", "C", "N", "N", "C", "N", "N", "H", "H", "H", "H", "H", "H", "H", "H", "H", "H", "H", "C", "N", "C", "C", "C", "O", "H", "H", "H", "H", "H", "H", "H", "H", "H", "C", "S", "O", "O", "O", "H", "H", "H", "C", "C", "C", "C", "Sb", "C", "C", "C", "C", "C", "C", "C", "C", "H", "H", "H", "H", "H", "H", "H", "H", "H", "H", "H", "H", "H", "H", "H", "H", "H", "H", "H", "H", "H", "H", "H", "H", "H", "H", "H"], "coordinates": [[-1.88575, -0.17465, -0.00257], [-1.56705, 0.83427, 5.09049], [-2.13100, -0.29280, 4.37860], [-2.19464, -1.52249, 5.16020], [-1.95949, -0.31700, 3.00908], [-1.39873, 0.57841, 2.29746], [-2.52247, -1.47091, 2.40204], [-2.25958, -1.78381, 1.04599], [-3.32440, -2.46196, 0.42674], [-0.99092, -1.73223, 0.61024], [-1.93838, 0.82059, 6.11344], [-1.88340, 1.77080, 4.63223], [-0.47032, 0.80294, 5.11849], [-2.75134, -1.33010, 6.07670], [-1.19302, -1.87820, 5.42859], [-2.69082, -2.31253, 4.60990], [-0.93228, 1.29421, 2.83958], [-3.48201, -1.63071, 2.66992], [-3.83986, -3.07869, 1.03882], [-3.04271, -2.90929, -0.43339], [-0.94106, -2.05350, -0.37135], [-3.59866, 0.49377, -4.96067], [-2.63370, -0.17805, -4.10406], [-1.23175, 0.12811, -4.34436], [-3.00030, -0.78630, -2.95865], [-4.47507, -0.93550, -2.68358], [-2.16118, -1.25076, -2.17674], [-3.09705, 0.77482, -5.88424], [-3.98457, 1.39473, -4.47852], [-4.42737, -0.16548, -5.21400], [-0.89591, -0.33283, -5.27498], [-0.64092, -0.24355, -3.51469], [-1.10103, 1.21067, -4.40643], [-4.88995, -1.73150, -3.30636], [-5.01506, -0.01202, -2.88341], [-4.59347, -1.19027, -1.63432], [-2.75046, 3.40452, 0.07733], [-2.71938, 1.88558, -0.79691], [-3.53595, 0.94843, 0.05730], [-3.31584, 2.11708, -2.09335], [-1.26726, 1.50342, -0.89558], [-3.78018, 3.75543, 0.08057], [-2.10029, 4.11202, -0.43287], [-2.40605, 3.21706, 1.09290], [4.26418, -0.12791, 2.01086], [2.75583, 0.08179, 1.97694], [2.06296, -0.99810, 2.81769], [2.42601, 1.44544, 2.58884], [1.71303, 0.01359, 0.01922], [2.56648, 1.74282, -1.09981], [4.07875, 1.88950, -1.17946], [1.97027, 1.64550, -2.50672], [1.95552, 2.98459, -0.44272], [2.62548, -1.77350, -0.96052], [4.14563, -1.82109, -1.07291], [2.15742, -2.99760, -0.16857], [2.01253, -1.85244, -2.36084], [4.63488, 0.03678, 3.03210], [4.79605, 0.55810, 1.35139], [4.53492, -1.14458, 1.72996], [2.34938, -0.89182, 3.87294], [2.34636, -2.00121, 2.50081], [0.97418, -0.93105, 2.74003], [2.60439, 1.42099, 3.67204], [1.38316, 1.73235, 2.42301], [3.05701, 2.23158, 2.17358], [4.55126, 1.04001, -1.67144], [4.52930, 2.00353, -0.19189], [4.33391, 2.78561, -1.76248], [2.39993, 0.82796, -3.08220], [2.17191, 2.57443, -3.05700], [0.88575, 1.51265, -2.46572], [2.36604, 3.18096, 0.54573], [0.87050, 2.88419, -0.34907], [2.15717, 3.86554, -1.06648], [4.62469, -1.92351, -0.10175], [4.55676, -0.93792, -1.55969], [4.43867, -2.69301, -1.67434], [2.64096, -3.05547, 0.80680], [2.41634, -3.90991, -0.72179], [1.08115, -2.99970, 0.00138], [2.42589, -1.10250, -3.03191], [0.92393, -1.73371, -2.34203], [2.23211, -2.83463, -2.79961]], "forces_ev_per_a": [[0.619, -0.313, 0.629], [-0.027, 0.015, 0.003], [-0.131, -0.131, 0.017], [0.140, 0.067, -0.034], [0.071, -0.228, 0.034], [-0.092, -0.134, 0.023], [0.071, 0.277, -0.242], [1.050, -0.836, 0.087], [0.057, 0.037, 0.236], [-0.982, -0.871, -0.020], [0.007, 0.003, 0.006], [-0.004, 0.001, 0.005], [0.000, 0.011, -0.010], [-0.013, -0.004, -0.002], [-0.004, 0.004, 0.015], [-0.010, -0.011, 0.003], [-0.009, -0.042, 0.067], [-0.030, 0.098, 0.009], [0.039, -0.050, -0.037], [-0.043, 0.040, -0.038], [0.012, -0.454, 0.588], [0.009, -0.026, 0.067], [-0.009, 0.016, 0.075], [-0.089, 0.070, 0.084], [0.074, -0.041, -0.246], [0.028, 0.112, 0.039], [-0.035, -0.208, 0.048], [-0.008, -0.017, -0.010], [0.022, 0.026, -0.017], [0.000, 0.000, -0.005], [0.013, 0.009, -0.011], [0.016, -0.036, -0.006], [0.006, -0.006, -0.007], [-0.002, 0.014, -0.009], [0.003, -0.012, 0.011], [-0.002, -0.032, 0.006], [0.033, 0.221, 0.216], [-0.473, 0.863, -0.637], [0.833, 0.864, -0.936], [-0.027, -0.029, 0.014], [-1.398, 0.584, 0.064], [0.022, 0.023, 0.019], [-0.021, -0.009, 0.001], [0.025, 0.023, -0.034], [-0.040, -0.023, 0.042], [-0.141, -0.021, 0.016], [-0.003, 0.038, -0.018], [0.037, -0.004, -0.007], [0.372, 0.076, -0.204], [-0.098, -0.085, 0.052], [-0.014, 0.044, 0.014], [0.027, 0.060, 0.038], [-0.041, -0.006, -0.045], [0.006, 0.072, 0.076], [-0.032, -0.008, -0.115], [0.037, 0.030, -0.022], [-0.035, -0.086, 0.055], [0.000, -0.008, -0.015], [0.008, -0.008, 0.009], [0.008, -0.007, 0.027], [0.003, 0.007, -0.014], [-0.002, -0.008, 0.026], [0.011, 0.028, 0.048], [0.007, -0.010, -0.018], [0.006, -0.008, 0.039], [0.008, 0.000, 0.025], [0.008, 0.025, -0.002], [0.006, 0.017, -0.013], [-0.008, -0.009, 0.027], [0.029, 0.020, -0.034], [-0.003, -0.010, 0.024], [0.004, 0.001, -0.023], [0.027, 0.031, -0.015], [0.012, 0.017, -0.013], [0.008, -0.019, 0.006], [0.016, 0.011, -0.003], [0.003, -0.033, -0.031], [-0.002, 0.007, 0.023], [0.040, -0.033, -0.018], [0.016, 0.014, 0.019], [-0.025, -0.005, 0.002], [-0.006, -0.001, -0.019], [0.019, -0.003, -0.018], [-0.012, 0.010, 0.014]], "lowdin_charge": [0.230, -0.067, -0.163, -0.056, -0.427, 0.176, 0.121, -0.554, 0.132, 0.040, 0.087, 0.089, 0.094, 0.085, 0.093, 0.072, 0.046, 0.137, 0.093, 0.092, 0.050, -0.049, -0.136, -0.027, -0.497, 0.007, -0.024, 0.089, 0.086, 0.086, 0.093, 0.063, 0.099, 0.093, 0.080, 0.068, -0.136, 0.456, -0.336, -0.304, -0.389, 0.070, 0.072, 0.060, -0.111, -0.705, -0.143, -0.145, 1.653, -0.702, -0.111, -0.138, -0.140, -0.697, -0.110, -0.135, -0.137, 0.085, 0.061, 0.056, 0.080, 0.054, 0.045, 0.080, 0.054, 0.061, 0.054, 0.060, 0.083, 0.053, 0.086, 0.051, 0.049, 0.055, 0.084, 0.054, 0.054, 0.085, 0.056, 0.084, 0.046, 0.054, 0.059, 0.083]}

=====

Calculated electronic energy (eV), listed in the same order as above: -8306.017; -29630.020; -101731.412